(1)
Density functional theory data (wB97M-V/def2-TZVPD) for a structure of composition C30H36N3O5PS2Tc.

Last column: Löwdin spin population.
Geometry (Å):
1 Tc -0.214 -0.967 -0.436  1.686
2 O 1.438 -0.860 -1.546  0.103
3 S 2.839 -1.536 -1.828  0.021
4 C 3.921 -0.718 -0.620  0.007
5 C 3.305 -0.671 0.772  0.000
6 C 3.125 -2.051 1.403  0.000
7 C 2.441 -2.004 2.765  0.006
8 S 0.614 -1.787 2.705  0.011
9 O 0.320 -1.873 1.129  0.098
10 C -0.020 -3.275 3.340  0.000
11 C 0.400 -4.524 2.870  0.000
12 C -0.120 -5.654 3.464  0.000
13 C -1.025 -5.536 4.522  0.000
14 C -1.429 -4.292 4.984  0.000
15 C -0.932 -3.142 4.387  0.000
16 C 3.396 -0.885 -3.350  0.001
17 C 3.178 0.438 -3.728  0.000
18 C 3.685 0.857 -4.942  0.000
19 C 4.409 -0.025 -5.744  0.000
20 C 4.621 -1.336 -5.350  0.000
21 C 4.097 -1.787 -4.146  0.001
22 H 4.175 0.267 -1.010  0.000
23 H 4.822 -1.339 -0.638  0.001
24 H 2.354 -0.132 0.720  0.000
25 H 3.959 -0.061 1.399  0.000
26 H 4.102 -2.513 1.559  0.000
27 H 2.578 -2.727 0.742  0.000
28 H 2.782 -1.158 3.364  0.000
29 H 2.597 -2.916 3.339  0.000
30 H 1.119 -4.609 2.064  0.000
31 H 0.187 -6.635 3.126  0.000
32 H -1.408 -6.431 4.994  0.000
33 H -2.122 -4.216 5.810  0.000
34 H -1.230 -2.163 4.743  0.000
35 H 2.623 1.115 -3.090  0.000
36 H 3.525 1.874 -5.274  0.000
37 H 4.805 0.319 -6.690  0.000
38 H 5.176 -2.015 -5.982  0.000
39 H 4.229 -2.818 -3.841  0.000
40 C -4.397 -1.678 -2.111  -0.001
41 O -3.019 -1.416 -1.650  0.002
42 P -2.569 -1.443 -0.154  0.019
43 O -3.424 -0.351 0.583  0.014
44 C -3.863 -0.412 1.971  0.000
45 O -2.983 -2.769 0.570  -0.001
46 C -2.553 -4.098 0.150  -0.001
47 H -4.914 -2.308 -1.391  0.000
48 H -4.300 -2.182 -3.066  0.000
49 H -4.900 -0.722 -2.219  0.000
50 H -4.557 0.413 2.096  0.000
51 H -3.005 -0.292 2.631  0.000
52 H -4.364 -1.357 2.158  0.000
53 H -2.903 -4.776 0.920  0.000
54 H -1.465 -4.131 0.086  -0.001
55 H -3.008 -4.341 -0.806  0.000
56 C -1.751 2.466 -2.281  -0.001
57 C -1.186 1.260 -1.928  0.010
58 N -0.800 1.000 -0.665  -0.005
59 C -0.946 1.940 0.280  0.013
60 C -1.533 3.172 0.011  0.001
61 C -1.950 3.421 -1.295  0.017
62 C -1.879 4.057 1.152  -0.012
63 C -1.655 5.349 1.403  0.011
64 C -0.994 6.392 0.602  0.008
65 C -0.929 7.692 1.123  0.053
66 C -0.340 8.655 0.311  0.078
67 N 0.099 8.229 -0.843  0.608
68 C 0.060 7.028 -1.370  0.033
69 N -0.499 6.105 -0.606  0.188
70 H -2.065 2.634 -3.302  0.000
71 H -1.062 0.464 -2.658  0.000
72 H -0.629 1.669 1.279  0.001
73 H -2.447 4.352 -1.534  0.001
74 H -2.455 3.547 1.919  -0.001
75 H -2.055 5.723 2.337  0.000
76 H -1.318 7.960 2.097  0.002
77 H -0.225 9.706 0.569  0.021
78 H 0.462 6.828 -2.354  0.003

Output
* multiplicity: 4
* LUMO level (alpha / beta): -11.42 / -13.46 eV
* HOMO level (alpha / beta): -18.338 / -18.340 eV
* ⟨S²⟩: 3.77
* net charge: +4
* HOMO-LUMO gap (alpha / beta): 6.91 / 4.88 eV

***

(2)
Density functional theory data (wB97M-V/def2-TZVPD) for a cluster of 7 separate species, C30H36O16 in total at a distorted geometry.

Last column: Löwdin charge in e.
Geometry (Å):
1 C 3.513 4.298 -0.939  0.115
2 C 3.708 3.006 -0.154  -0.115
3 C 3.771 1.724 -0.835  -0.430
4 O 4.100 0.673 -0.439  0.148
5 C 3.358 1.770 -2.300  0.091
6 C 3.151 3.009 -3.113  -0.184
7 C 3.274 4.309 -2.391  -0.311
8 O 3.147 5.398 -3.050  0.057
9 O 2.877 3.083 -4.412  0.187
10 O 3.851 2.914 1.203  0.103
11 H 3.534 5.157 -0.459  0.055
12 H 3.532 0.645 -2.699  0.160
13 H 2.649 2.288 -4.532  -0.001
14 H 3.711 2.037 1.481  0.010
15 C -3.271 3.186 1.390  0.088
16 C -3.533 4.645 1.721  -0.103
17 C -4.932 5.239 1.823  -0.391
18 O -5.153 6.359 2.219  0.112
19 C -6.013 4.354 1.442  0.132
20 C -5.739 2.825 1.078  -0.065
21 C -4.359 2.329 1.056  -0.378
22 O -4.171 1.211 0.554  0.104
23 O -6.728 2.077 0.511  0.167
24 O -2.527 5.493 2.165  0.025
25 H -2.255 2.931 1.543  0.092
26 H -6.936 4.694 1.221  0.063
27 H -7.518 2.165 0.780  0.008
28 H -2.804 6.501 2.246  0.185
29 C 2.171 -7.175 -2.211  0.113
30 C 1.406 -6.623 -3.446  -0.097
31 C 0.704 -5.369 -3.440  -0.333
32 O 0.013 -5.053 -4.544  -0.004
33 C 0.685 -4.618 -2.192  0.091
34 C 1.428 -5.219 -0.935  -0.065
35 C 2.327 -6.419 -0.953  -0.404
36 O 2.937 -6.814 0.006  0.142
37 O 1.605 -4.579 0.301  0.062
38 O 1.426 -7.355 -4.671  0.091
39 H 2.756 -8.139 -2.221  0.128
40 H 0.121 -3.632 -2.101  0.111
41 H 1.127 -3.768 0.192  0.016
42 H 1.046 -7.067 -5.410  0.025
43 C 0.055 4.386 -0.117  0.015
44 C -0.320 4.052 -1.572  -0.437
45 O -0.424 2.890 -2.023  0.004
46 C -0.411 5.257 -2.536  -0.031
47 H -0.831 4.430 0.368  0.016
48 H 0.658 5.208 -0.194  0.050
49 H 0.592 3.536 0.260  0.078
50 H 0.174 6.118 -2.270  0.055
51 H -1.613 5.358 -2.592  0.133
52 H -0.168 4.935 -3.642  0.116
53 C 0.915 0.522 3.077  0.029
54 C 2.354 -0.020 2.786  -0.395
55 O 3.332 0.688 2.526  0.038
56 C 2.517 -1.506 2.958  0.009
57 H 0.870 0.568 3.983  -0.045
58 H 0.035 0.198 2.363  0.114
59 H 0.981 1.711 2.967  0.130
60 H 2.108 -1.780 3.836  0.046
61 H 3.643 -1.562 3.040  0.116
62 H 2.355 -1.959 1.978  0.089
63 C -1.535 -5.719 1.663  -0.031
64 C -1.337 -5.185 3.025  -0.461
65 O -1.360 -5.932 4.020  0.045
66 C -1.247 -3.651 3.086  -0.013
67 H -2.177 -6.652 1.714  0.116
68 H -0.564 -5.818 1.194  0.074
69 H -2.104 -5.040 1.065  0.063
70 H -0.402 -3.093 2.833  0.028
71 H -1.255 -3.445 4.150  0.077
72 H -2.033 -3.198 2.365  0.105
73 C 0.516 -0.555 -1.580  0.002
74 C -0.184 -1.209 -0.327  -0.347
75 O 0.342 -2.234 0.171  -0.022
76 C -1.544 -0.628 0.190  0.015
77 H 0.703 0.573 -1.289  0.104
78 H -0.195 -0.797 -2.422  0.112
79 H 1.475 -1.046 -1.479  0.062
80 H -1.657 0.188 0.793  0.029
81 H -2.080 -1.489 0.697  0.105
82 H -2.140 -0.558 -0.564  0.008

Output
* LUMO level: -2.68 eV
* HOMO level: -8.982 eV
* structure (SMILES): O=C1C=C(O)C(=O)C=C1O.O=C1C=C(O)C(=O)C=C1O.O=C1C=C(O)C(=O)C=C1O.CC(C)=O.CC(C)=O.CC(C)=O.CC(C)=O
* net charge: 0
* HOMO-LUMO gap: 6.31 eV

***

(3)
Density functional theory data (wB97M-V/def2-TZVPD) for a structure of composition C30H37BCl2MoN7O2S3.

Last column: Löwdin spin population.
Geometry (Å):
1 Mo -0.943 -1.409 0.510  0.884
2 C -2.238 -2.833 -3.300  0.002
3 N -0.845 -2.445 -3.382  0.000
4 C -0.250 -1.772 -4.417  0.000
5 C 1.040 -1.578 -4.054  0.000
6 N 1.229 -2.119 -2.806  -0.001
7 B 2.634 -1.950 -2.104  0.000
8 N 2.735 -2.866 -0.864  -0.001
9 C 3.278 -4.125 -0.879  0.000
10 C 3.163 -4.654 0.362  -0.001
11 N 2.547 -3.699 1.135  0.000
12 C 2.182 -3.840 2.530  0.000
13 C 2.291 -2.624 0.370  0.007
14 S 1.535 -1.185 0.961  0.012
15 C 0.061 -2.637 -2.401  0.003
16 S -0.342 -3.419 -0.912  0.024
17 H -2.800 -2.262 -4.037  0.000
18 H -2.606 -2.615 -2.298  0.001
19 H -2.354 -3.900 -3.490  0.000
20 H -0.785 -1.508 -5.309  0.000
21 H 1.847 -1.105 -4.580  0.000
22 H 2.780 -0.802 -1.777  0.000
23 H 3.468 -2.306 -2.897  0.000
24 H 3.686 -4.541 -1.779  0.000
25 H 3.450 -5.608 0.760  0.000
26 H 2.579 -4.787 2.889  0.000
27 H 1.098 -3.827 2.632  0.000
28 H 2.605 -3.021 3.110  0.000
29 Cl -3.594 1.297 0.016  0.001
30 C -4.363 0.206 -1.101  0.004
31 C -5.097 0.787 -2.122  0.000
32 C -5.796 -0.017 -3.007  0.003
33 C -5.755 -1.392 -2.846  0.000
34 C -5.005 -1.945 -1.822  0.003
35 Cl -4.978 -3.677 -1.719  0.004
36 C -4.267 -1.176 -0.910  0.007
37 S -3.347 -1.986 0.349  0.031
38 H -5.130 1.863 -2.200  0.000
39 H -6.380 0.423 -3.803  0.000
40 H -6.295 -2.048 -3.512  0.000
41 O -0.777 -0.196 -1.406  0.008
42 N -0.378 1.024 -1.659  0.001
43 C 0.878 1.411 -1.356  0.000
44 C 1.295 2.693 -1.636  0.000
45 C 0.427 3.588 -2.244  0.000
46 C -0.849 3.155 -2.569  0.000
47 C -1.233 1.867 -2.270  0.000
48 H 1.489 0.635 -0.914  0.000
49 H 2.305 2.973 -1.376  0.000
50 H 0.740 4.598 -2.465  0.000
51 H -1.562 3.807 -3.051  0.000
52 H -2.205 1.445 -2.477  0.000
53 C -1.193 -2.615 2.295  -0.010
54 H -2.158 -2.429 2.778  -0.001
55 H -0.426 -2.340 3.026  0.002
56 H -1.149 -3.695 2.116  -0.001
57 C 3.750 1.668 2.231  0.000
58 C 2.689 2.007 3.265  0.000
59 N 2.025 3.272 2.984  0.000
60 C 2.857 4.470 3.013  0.000
61 C 3.148 5.019 1.625  0.000
62 C 0.696 3.479 2.826  0.000
63 O 0.238 4.608 2.716  0.000
64 C -0.273 2.327 2.829  0.000
65 C -1.372 2.400 3.681  -0.002
66 C -2.340 1.419 3.585  0.000
67 C -2.204 0.417 2.642  0.002
68 N -1.154 0.336 1.809  0.015
69 C -0.209 1.285 1.923  0.003
70 H 4.186 0.697 2.452  0.000
71 H 4.550 2.408 2.225  0.000
72 H 3.319 1.613 1.233  0.000
73 H 3.154 2.083 4.254  0.000
74 H 1.949 1.214 3.324  0.000
75 H 3.781 4.205 3.529  0.000
76 H 2.340 5.227 3.606  0.000
77 H 3.643 4.275 1.002  0.000
78 H 3.797 5.891 1.696  0.000
79 H 2.219 5.321 1.144  0.000
80 H -1.462 3.225 4.374  0.000
81 H -3.219 1.428 4.213  0.000
82 H -2.955 -0.353 2.523  0.000
83 H 0.605 1.241 1.210  0.001

Output
* multiplicity: 2
* LUMO level (alpha / beta): -0.10 / -0.06 eV
* HOMO level (alpha / beta): -6.466 / -6.096 eV
* ⟨S²⟩: 0.76
* net charge: 0
* HOMO-LUMO gap (alpha / beta): 6.36 / 6.03 eV

***

(4)
Density functional theory data (wB97M-V/def2-TZVPD) for a structure of composition C30H37BCl2MoN7O2S3.

Last column: Löwdin spin population.
Geometry (Å):
1 Mo -1.436 -0.115 0.817  0.929
2 C 3.083 -2.082 -0.494  0.001
3 N 2.104 -2.713 0.373  -0.001
4 C 1.807 -4.064 0.440  0.000
5 C 0.758 -4.188 1.280  0.000
6 N 0.413 -2.927 1.721  0.000
7 B -0.870 -2.509 2.479  -0.001
8 N -0.536 -1.741 3.787  0.001
9 C 0.034 -2.353 4.887  0.000
10 C 0.171 -1.435 5.862  0.001
11 N -0.320 -0.248 5.352  0.001
12 C -0.371 1.025 6.043  0.000
13 C -0.747 -0.449 4.085  0.000
14 S -1.375 0.830 3.126  -0.003
15 C 1.247 -2.036 1.161  0.003
16 S 1.214 -0.347 1.406  0.018
17 H 3.603 -2.859 -1.049  0.000
18 H 3.797 -1.512 0.098  0.000
19 H 2.578 -1.409 -1.186  0.000
20 H 2.359 -4.797 -0.121  0.000
21 H 0.202 -5.059 1.578  0.000
22 H -1.551 -3.473 2.700  0.000
23 H -1.486 -1.751 1.754  0.003
24 H 0.294 -3.397 4.875  0.000
25 H 0.567 -1.507 6.860  0.000
26 H 0.075 0.900 7.026  0.000
27 H -1.403 1.357 6.149  0.000
28 H 0.179 1.776 5.480  0.000
29 Cl -2.495 -3.401 -0.538  0.001
30 C -1.330 -3.411 -1.821  -0.002
31 C -1.224 -4.595 -2.537  0.000
32 C -0.355 -4.686 -3.608  -0.002
33 C 0.404 -3.581 -3.956  0.000
34 C 0.284 -2.410 -3.230  -0.002
35 Cl 1.292 -1.083 -3.742  -0.001
36 C -0.590 -2.262 -2.132  -0.003
37 S -0.707 -0.667 -1.384  -0.018
38 H -1.837 -5.436 -2.243  0.000
39 H -0.273 -5.606 -4.170  0.000
40 H 1.094 -3.615 -4.788  0.000
41 O -3.510 1.341 -1.914  0.001
42 N -3.365 0.375 -2.738  0.000
43 C -2.502 0.482 -3.776  0.000
44 C -2.281 -0.574 -4.631  0.000
45 C -2.939 -1.779 -4.437  0.000
46 C -3.816 -1.875 -3.367  0.000
47 C -4.014 -0.797 -2.534  0.000
48 H -2.004 1.437 -3.835  0.000
49 H -1.570 -0.444 -5.435  0.000
50 H -2.762 -2.622 -5.090  0.000
51 H -4.345 -2.794 -3.154  0.000
52 H -4.657 -0.796 -1.667  0.000
53 C -3.552 -0.349 0.973  0.017
54 H -3.817 -1.295 0.483  0.004
55 H -4.109 0.455 0.483  0.013
56 H -3.857 -0.414 2.019  -0.001
57 C 3.498 2.638 1.484  0.000
58 C 2.508 3.741 1.143  0.000
59 N 2.539 4.114 -0.268  0.000
60 C 3.803 4.620 -0.802  0.000
61 C 4.519 3.606 -1.680  0.000
62 C 1.452 4.224 -1.075  0.000
63 O 1.521 4.687 -2.203  0.000
64 C 0.126 3.747 -0.552  0.000
65 C -0.909 4.646 -0.355  0.004
66 C -2.140 4.161 0.049  0.000
67 C -2.294 2.805 0.259  0.008
68 N -1.295 1.931 0.081  0.017
69 C -0.115 2.399 -0.345  0.009
70 H 3.363 2.331 2.522  0.000
71 H 4.531 2.968 1.361  0.000
72 H 3.329 1.762 0.857  0.000
73 H 2.719 4.632 1.745  0.000
74 H 1.503 3.416 1.399  0.000
75 H 4.423 4.909 0.048  0.000
76 H 3.586 5.517 -1.382  0.000
77 H 4.746 2.694 -1.127  0.000
78 H 5.455 4.024 -2.055  0.000
79 H 3.893 3.349 -2.534  0.000
80 H -0.752 5.703 -0.532  0.000
81 H -2.982 4.821 0.201  0.000
82 H -3.240 2.386 0.567  0.002
83 H 0.656 1.658 -0.526  0.001

Output
* multiplicity: 2
* LUMO level (alpha / beta): 0.07 / 0.40 eV
* HOMO level (alpha / beta): -6.816 / -6.503 eV
* ⟨S²⟩: 0.76
* net charge: 0
* HOMO-LUMO gap (alpha / beta): 6.88 / 6.90 eV

***

Result set for calculated total energy: -2922.28267 -2368.00700 -3907.20256 -3907.20465 Ha, one per record in the order listed.
Result set for energy above the lowest of the compared OMol25 structures with the same formula, charge and spin: 20.24 95.18 9.79 8.48 kcal per mole, one per record in the order listed.